# 1
ORCA calculation (ωB97M-V/def2-TZVPD) on the molecule C3H5NS.

Max |F|, eV/A: 0.918
LUMO energy, eV: 0.37
SMILES string: S=CN1CC1
Orbital gap, eV: 8.95
Energy above the lowest of the compared OMol25 structures with the same formula, charge and spin, eV: 1.224
Highest occupied orbital energy, eV: -8.6

Geometry as ORCA input:
```
! RIJCOSX wB97M-V def2-TZVPD def2/J DEFGRID3
* xyz 0 1
C 1.34 -0.68 -0.16
C -0.52 1.01 -0.07
C -1.09 -0.35 0.20
H 1.37 -1.77 -0.10
H -0.11 1.61 0.75
H -0.92 1.60 -0.90
H -0.97 -0.74 1.21
H -1.93 -0.72 -0.38
N 0.14 -0.20 -0.54
S 2.68 0.24 -0.01
*
```

***

# 2
ORCA calculation (ωB97M-V/def2-TZVPD) on a structure of composition C15H42BNO17.

Max |F|, eV/A: 14.896
LUMO energy, eV: -0.53
Orbital gap, eV: 9.31
Energy above the lowest of the compared OMol25 structures with the same formula, charge and spin, eV: 4.601
Highest occupied orbital energy, eV: -9.8

Geometry as ORCA input:
```
! RIJCOSX wB97M-V def2-TZVPD def2/J DEFGRID3
* xyz 0 1
C -14.02 42.47 9.26
C -13.40 41.05 9.18
C -14.14 39.94 10.00
C -15.64 39.72 9.56
N -16.46 38.59 10.12
C -16.18 38.38 11.53
C -16.47 36.93 11.85
C -15.71 36.26 10.78
C -15.91 37.23 9.64
C -17.91 38.70 9.80
C -18.08 39.17 8.32
C -19.62 39.32 7.95
H -13.47 43.29 8.88
H -14.15 42.57 10.43
H -15.07 42.64 8.78
H -12.55 41.14 9.39
H -13.34 40.84 8.09
H -13.95 40.17 11.06
H -13.50 39.02 9.89
H -15.52 39.72 8.40
H -16.12 40.55 9.60
H -16.81 38.87 12.21
H -15.04 38.42 11.79
H -17.45 36.66 11.77
H -15.94 36.53 12.72
H -16.11 35.15 10.68
H -14.70 35.87 11.18
H -16.57 36.83 9.13
H -15.11 37.36 9.03
H -18.00 39.52 10.67
H -18.50 37.66 9.73
H -17.61 38.30 7.72
H -17.49 40.10 8.09
H -20.18 39.76 8.64
H -20.11 38.36 8.02
H -19.96 39.78 7.09
O -19.66 38.78 12.70
C -19.51 39.19 13.87
O -19.55 40.33 14.21
B -18.83 40.46 15.46
O -18.24 39.14 15.72
C -18.80 38.43 14.80
O -18.67 37.19 14.65
O -19.69 40.96 16.51
C -19.24 42.13 16.83
O -20.05 42.86 17.36
C -18.24 42.52 16.02
O -17.82 41.58 15.39
O -17.60 43.57 16.17
O -18.91 45.39 18.21
H -19.76 45.00 18.20
H -18.79 46.14 17.61
O -16.36 36.83 17.32
H -16.23 37.46 16.69
H -15.87 36.17 17.07
O -21.12 42.97 19.97
H -21.02 42.94 19.07
H -21.69 42.22 19.98
O -14.82 43.47 16.77
H -15.74 43.66 16.73
H -14.54 43.60 15.83
O -17.55 43.48 19.86
H -17.24 42.96 19.21
H -18.12 43.98 19.28
O -16.84 46.18 14.99
H -16.17 45.95 14.41
H -17.34 45.51 15.27
O -21.98 37.91 11.11
H -22.29 37.31 11.76
H -21.06 38.25 11.54
O -18.05 34.77 13.98
H -18.56 35.39 14.43
H -18.24 34.11 14.60
O -22.68 42.56 15.92
H -21.89 42.89 15.48
H -22.81 43.07 16.61
*
```

***

# 3
ORCA calculation (ωB97M-V/def2-TZVPD) on a cluster of 4 separate species, C30H40F9N4O13PS in total.

Max |F|, eV/A: 2.063
LUMO energy, eV: 0.08
SMILES string: COCCC[C@](C#N)(CCCCSc1nnco1)[C@@](C#N)(CC(=O)OC(C)=O)P(O)O.CCOC(=O)C(F)(F)F.CCOC(=O)C(F)(F)F.CCOC(=O)C(F)(F)F
Orbital gap, eV: 9.51
Highest occupied orbital energy, eV: -9.4

Geometry as ORCA input:
```
! RIJCOSX wB97M-V def2-TZVPD def2/J DEFGRID3
* xyz 0 1
C 2.71 4.15 -1.15
O 2.24 2.92 -1.65
C 1.65 3.00 -2.92
C 2.08 1.80 -3.76
C 1.35 0.57 -3.21
C 1.70 -0.80 -3.87
C 2.54 -0.51 -5.04
N 3.21 -0.26 -5.94
C 0.45 -1.54 -4.43
C -0.82 -1.43 -3.56
C -1.52 -2.76 -3.31
C -2.63 -2.57 -2.28
S -4.01 -1.55 -2.90
C -4.31 -0.74 -1.39
N -3.80 0.38 -0.97
N -4.29 0.54 0.33
C -5.06 -0.49 0.57
O -5.12 -1.35 -0.48
C 2.60 -1.73 -2.95
C 3.18 -2.75 -3.82
N 3.64 -3.59 -4.44
C 3.83 -0.95 -2.34
C 3.72 -0.57 -0.89
O 3.54 0.54 -0.52
O 3.88 -1.59 0.05
C 5.12 -1.57 0.72
C 6.26 -2.14 -0.07
O 5.18 -1.14 1.82
P 1.54 -2.74 -1.75
O 2.57 -3.75 -1.01
O 1.00 -1.66 -0.63
H 3.46 4.59 -1.81
H 3.17 3.95 -0.19
H 1.88 4.84 -0.98
H 1.91 3.93 -3.44
H 0.56 3.00 -2.81
H 1.76 2.03 -4.78
H 3.15 1.73 -3.65
H 0.29 0.79 -3.28
H 1.60 0.56 -2.15
H 0.64 -2.59 -4.61
H 0.24 -1.10 -5.40
H -0.64 -0.95 -2.60
H -1.53 -0.79 -4.07
H -0.84 -3.49 -2.89
H -1.94 -3.18 -4.23
H -2.18 -2.01 -1.46
H -3.00 -3.50 -1.87
H -5.59 -0.72 1.47
H 4.10 -0.08 -2.93
H 4.68 -1.63 -2.41
H 7.03 -2.44 0.63
H 5.88 -2.99 -0.63
H 6.60 -1.37 -0.76
H 2.94 -3.40 -0.19
H 1.23 -0.73 -0.82
C 0.44 -1.27 2.75
C 1.25 -0.02 2.48
O 0.78 0.65 1.29
C -0.28 1.44 1.43
O -0.89 1.65 2.43
C -0.59 2.09 0.07
F -0.53 1.18 -0.92
F 0.30 3.05 -0.20
F -1.79 2.64 0.04
H 0.44 -1.93 1.88
H 0.85 -1.81 3.60
H -0.60 -1.02 2.97
H 2.29 -0.28 2.27
H 1.24 0.66 3.32
C -8.60 0.72 -0.11
C -8.76 0.22 1.31
O -10.15 0.17 1.70
C -10.83 -0.89 1.30
O -10.41 -1.81 0.66
C -12.27 -0.81 1.83
F -12.79 0.41 1.65
F -12.29 -1.08 3.14
F -13.05 -1.69 1.20
H -9.09 1.68 -0.24
H -7.54 0.82 -0.36
H -9.06 0.03 -0.82
H -8.29 0.91 2.00
H -8.31 -0.76 1.45
C 5.21 1.37 3.64
C 4.68 2.49 4.51
O 4.39 2.02 5.84
C 5.42 1.94 6.67
O 6.56 2.20 6.43
C 4.93 1.47 8.05
F 4.07 0.45 7.95
F 4.30 2.48 8.68
F 5.95 1.08 8.81
H 4.52 0.53 3.64
H 5.35 1.71 2.62
H 6.17 1.00 4.02
H 3.74 2.86 4.12
H 5.37 3.33 4.55
*
```

***

# 4
ORCA calculation (ωB97M-V/def2-TZVPD) on a cluster of 9 separate species, C18H54O18 in total.

Max |F|, eV/A: 3.659
LUMO energy, eV: 0.23
SMILES string: OCCO.OCCO.OCCO.OCCO.OCCO.OCCO.OCCO.OCCO.OCCO
Orbital gap, eV: 10.01
Energy above the lowest of the compared OMol25 structures with the same formula, charge and spin, eV: 5.278
Highest occupied orbital energy, eV: -9.8

Geometry as ORCA input:
```
! RIJCOSX wB97M-V def2-TZVPD def2/J DEFGRID3
* xyz 0 1
C 0.95 -6.30 -7.11
C 1.44 -6.44 -5.65
O 0.37 -6.54 -4.74
O 0.21 -5.06 -7.23
H 0.37 -7.18 -7.36
H 1.65 -6.41 -7.94
H 2.11 -5.62 -5.38
H 2.11 -7.29 -5.52
H 0.74 -6.50 -3.86
H -0.34 -5.04 -6.44
C -2.19 0.24 6.46
C -0.84 0.03 7.03
O -0.10 0.95 6.31
O -2.63 1.58 6.88
H -2.77 -0.53 6.97
H -2.30 0.08 5.39
H -0.66 -1.05 6.96
H -0.75 0.21 8.10
H -0.45 1.78 6.65
H -2.75 1.68 7.82
C -5.40 -5.46 2.50
C -4.23 -6.43 2.43
O -2.98 -5.69 2.81
O -5.38 -4.47 1.52
H -5.43 -5.03 3.50
H -6.39 -5.87 2.36
H -4.23 -6.79 1.40
H -4.43 -7.31 3.05
H -3.00 -4.76 2.55
H -5.94 -3.75 1.83
C -0.07 0.32 -0.62
C 1.17 -0.55 -0.17
O 1.02 -0.99 1.18
O -0.03 1.49 0.10
H -0.94 -0.32 -0.45
H -0.03 0.66 -1.65
H 2.13 -0.07 -0.35
H 1.29 -1.46 -0.76
H 0.93 -0.32 1.86
H -0.83 2.01 0.08
C -4.84 1.89 -6.71
C -3.80 2.50 -7.57
O -2.58 2.60 -6.77
O -4.51 0.70 -6.02
H -5.74 1.76 -7.31
H -5.04 2.62 -5.93
H -4.15 3.44 -7.99
H -3.49 1.80 -8.35
H -2.64 1.78 -6.28
H -5.26 0.23 -5.64
C 3.73 -6.67 3.49
C 3.17 -7.64 2.45
O 2.21 -7.23 1.51
O 4.46 -5.61 2.98
H 4.35 -7.19 4.21
H 2.98 -5.95 3.80
H 2.75 -8.48 3.00
H 4.02 -8.06 1.91
H 1.54 -6.68 1.93
H 3.84 -4.97 2.63
C 7.62 1.70 -2.21
C 8.83 2.64 -2.13
O 9.21 2.99 -0.79
O 7.89 0.52 -1.54
H 7.25 1.59 -3.22
H 6.86 2.30 -1.69
H 8.64 3.62 -2.57
H 9.67 2.20 -2.67
H 9.94 3.61 -0.89
H 8.44 -0.05 -2.07
C 4.09 7.68 3.55
C 3.51 6.41 2.91
O 2.12 6.51 2.66
O 3.74 7.68 4.92
H 3.78 8.59 3.04
H 5.18 7.76 3.52
H 3.67 5.63 3.66
H 4.08 6.16 2.02
H 1.82 5.68 2.29
H 2.79 7.81 4.94
C -6.39 7.64 -0.15
C -5.31 6.76 -0.80
O -5.27 5.50 -0.18
O -7.59 6.99 -0.33
H -6.48 8.65 -0.57
H -6.19 7.82 0.90
H -4.37 7.30 -0.67
H -5.43 6.67 -1.88
H -6.15 5.38 0.18
H -8.28 7.61 -0.10
*
```

***

# 5
ORCA calculation (ωB97M-V/def2-TZVPD) on the molecule C4H7NO.

Max |F|, eV/A: 5.892
LUMO energy, eV: 0.66
SMILES string: CC(C)=NC=O
Orbital gap, eV: 10.29
Energy above the lowest of the compared OMol25 structures with the same formula, charge and spin, eV: 2.211
Highest occupied orbital energy, eV: -9.6

Geometry as ORCA input:
```
! RIJCOSX wB97M-V def2-TZVPD def2/J DEFGRID3
* xyz 0 1
C 1.66 -1.25 -0.83
C -0.11 0.01 0.30
C -0.33 0.78 1.50
C -1.07 0.16 -0.86
N 0.88 -0.71 0.14
O 1.95 -2.43 -1.05
H 2.06 -0.33 -1.30
H -1.42 0.91 1.92
H -0.05 1.91 1.48
H 0.19 0.39 2.44
H -0.74 -0.56 -1.78
H -0.98 1.14 -1.37
H -2.05 -0.03 -0.60
*
```

***

# 6
ORCA calculation (ωB97M-V/def2-TZVPD) on a structure of composition C22H17ClN5PtSe3.

Max |F|, eV/A: 0.469
LUMO energy, eV: -10.85
Orbital gap, eV: 6.34
Energy above the lowest of the compared OMol25 structures with the same formula, charge and spin, eV: 0.345
Highest occupied orbital energy, eV: -17.2

Geometry as ORCA input:
```
! RIJCOSX wB97M-V def2-TZVPD def2/J DEFGRID3
* xyz 3 1
Pt 0.18 -0.33 0.40
Se 0.16 1.43 2.08
Se 2.44 1.97 2.20
C 3.19 0.55 1.15
C 4.57 0.46 1.27
C 5.26 -0.40 0.44
C 4.55 -1.15 -0.49
C 3.18 -1.03 -0.51
N 2.49 -0.20 0.29
C -0.24 2.36 0.43
C -0.53 3.67 0.17
C -0.72 4.02 -1.17
C -0.60 3.06 -2.16
C -0.32 1.75 -1.81
N -0.15 1.42 -0.53
H 5.09 1.06 2.01
H 6.34 -0.47 0.51
H 5.05 -1.82 -1.18
H 2.60 -1.62 -1.21
H -0.61 4.40 0.97
H -0.95 5.05 -1.43
H -0.74 3.31 -3.20
H -0.22 0.96 -2.54
Cl -3.07 -3.10 -0.42
C -2.89 -2.67 1.25
C -3.31 -3.59 2.20
C -3.23 -3.27 3.55
C -2.76 -2.02 3.94
C -2.36 -1.11 2.98
C -2.39 -1.42 1.61
C -1.94 -0.42 0.62
H -3.72 -4.54 1.89
H -3.56 -3.98 4.29
H -2.74 -1.74 4.99
H -2.04 -0.12 3.29
H -2.23 0.58 0.93
H -2.31 -0.59 -0.39
Se 0.48 -3.64 2.44
N 0.33 -4.83 1.18
C 0.19 -4.25 -0.01
C 0.03 -4.79 -1.32
C -0.12 -3.89 -2.35
C -0.12 -2.49 -2.14
N 0.06 -1.97 -0.94
C 0.22 -2.84 0.08
N 0.40 -2.27 1.25
H 0.00 -5.86 -1.48
H -0.25 -4.25 -3.36
H -0.27 -1.81 -2.97
*
```

***

Copy entry 3 word for word.
ORCA calculation (ωB97M-V/def2-TZVPD) on a cluster of 4 separate species, C30H40F9N4O13PS in total.

Max |F|, eV/A: 2.063
LUMO energy, eV: 0.08
SMILES string: COCCC[C@](C#N)(CCCCSc1nnco1)[C@@](C#N)(CC(=O)OC(C)=O)P(O)O.CCOC(=O)C(F)(F)F.CCOC(=O)C(F)(F)F.CCOC(=O)C(F)(F)F
Orbital gap, eV: 9.51
Highest occupied orbital energy, eV: -9.4

Geometry as ORCA input:
```
! RIJCOSX wB97M-V def2-TZVPD def2/J DEFGRID3
* xyz 0 1
C 2.71 4.15 -1.15
O 2.24 2.92 -1.65
C 1.65 3.00 -2.92
C 2.08 1.80 -3.76
C 1.35 0.57 -3.21
C 1.70 -0.80 -3.87
C 2.54 -0.51 -5.04
N 3.21 -0.26 -5.94
C 0.45 -1.54 -4.43
C -0.82 -1.43 -3.56
C -1.52 -2.76 -3.31
C -2.63 -2.57 -2.28
S -4.01 -1.55 -2.90
C -4.31 -0.74 -1.39
N -3.80 0.38 -0.97
N -4.29 0.54 0.33
C -5.06 -0.49 0.57
O -5.12 -1.35 -0.48
C 2.60 -1.73 -2.95
C 3.18 -2.75 -3.82
N 3.64 -3.59 -4.44
C 3.83 -0.95 -2.34
C 3.72 -0.57 -0.89
O 3.54 0.54 -0.52
O 3.88 -1.59 0.05
C 5.12 -1.57 0.72
C 6.26 -2.14 -0.07
O 5.18 -1.14 1.82
P 1.54 -2.74 -1.75
O 2.57 -3.75 -1.01
O 1.00 -1.66 -0.63
H 3.46 4.59 -1.81
H 3.17 3.95 -0.19
H 1.88 4.84 -0.98
H 1.91 3.93 -3.44
H 0.56 3.00 -2.81
H 1.76 2.03 -4.78
H 3.15 1.73 -3.65
H 0.29 0.79 -3.28
H 1.60 0.56 -2.15
H 0.64 -2.59 -4.61
H 0.24 -1.10 -5.40
H -0.64 -0.95 -2.60
H -1.53 -0.79 -4.07
H -0.84 -3.49 -2.89
H -1.94 -3.18 -4.23
H -2.18 -2.01 -1.46
H -3.00 -3.50 -1.87
H -5.59 -0.72 1.47
H 4.10 -0.08 -2.93
H 4.68 -1.63 -2.41
H 7.03 -2.44 0.63
H 5.88 -2.99 -0.63
H 6.60 -1.37 -0.76
H 2.94 -3.40 -0.19
H 1.23 -0.73 -0.82
C 0.44 -1.27 2.75
C 1.25 -0.02 2.48
O 0.78 0.65 1.29
C -0.28 1.44 1.43
O -0.89 1.65 2.43
C -0.59 2.09 0.07
F -0.53 1.18 -0.92
F 0.30 3.05 -0.20
F -1.79 2.64 0.04
H 0.44 -1.93 1.88
H 0.85 -1.81 3.60
H -0.60 -1.02 2.97
H 2.29 -0.28 2.27
H 1.24 0.66 3.32
C -8.60 0.72 -0.11
C -8.76 0.22 1.31
O -10.15 0.17 1.70
C -10.83 -0.89 1.30
O -10.41 -1.81 0.66
C -12.27 -0.81 1.83
F -12.79 0.41 1.65
F -12.29 -1.08 3.14
F -13.05 -1.69 1.20
H -9.09 1.68 -0.24
H -7.54 0.82 -0.36
H -9.06 0.03 -0.82
H -8.29 0.91 2.00
H -8.31 -0.76 1.45
C 5.21 1.37 3.64
C 4.68 2.49 4.51
O 4.39 2.02 5.84
C 5.42 1.94 6.67
O 6.56 2.20 6.43
C 4.93 1.47 8.05
F 4.07 0.45 7.95
F 4.30 2.48 8.68
F 5.95 1.08 8.81
H 4.52 0.53 3.64
H 5.35 1.71 2.62
H 6.17 1.00 4.02
H 3.74 2.86 4.12
H 5.37 3.33 4.55
*
```

***

Question: The highest orbital gap belongs to which entry?
Answer: C4H7NO

***

Copy entry 1 word for word.
ORCA calculation (ωB97M-V/def2-TZVPD) on the molecule C3H5NS.

Max |F|, eV/A: 0.918
LUMO energy, eV: 0.37
SMILES string: S=CN1CC1
Orbital gap, eV: 8.95
Energy above the lowest of the compared OMol25 structures with the same formula, charge and spin, eV: 1.224
Highest occupied orbital energy, eV: -8.6

Geometry as ORCA input:
```
! RIJCOSX wB97M-V def2-TZVPD def2/J DEFGRID3
* xyz 0 1
C 1.34 -0.68 -0.16
C -0.52 1.01 -0.07
C -1.09 -0.35 0.20
H 1.37 -1.77 -0.10
H -0.11 1.61 0.75
H -0.92 1.60 -0.90
H -0.97 -0.74 1.21
H -1.93 -0.72 -0.38
N 0.14 -0.20 -0.54
S 2.68 0.24 -0.01
*
```